Entry 1:
Density functional theory data (ωB97M-V/def2-TZVPD) for C6H10O3 in the gas phase in a non-equilibrium geometry.

Structure (XYZ):
```
19
C6H10O3 (ωB97M-V/def2-TZVPD)
C 0.756 0.933 0.597
C 0.065 -1.241 -1.124
C -0.478 1.037 1.470
C -1.275 -1.648 -0.538
C 1.542 -0.241 0.763
C 0.257 0.530 -1.144
O 1.535 2.093 0.540
O 2.493 -0.883 0.870
O -0.777 1.163 -1.380
H 1.036 2.828 0.923
H 1.167 0.675 -1.757
H 0.872 -1.907 -0.818
H 0.042 -1.309 -2.213
H -1.177 1.709 0.971
H -0.970 0.077 1.587
H -0.225 1.458 2.445
H -1.606 -2.598 -0.962
H -1.224 -1.779 0.544
H -2.033 -0.898 -0.771
```

For the HOMO energy, the calculation gives -8.126 eV. Its total energy is -460.188115 Ha. For the LUMO energy, the calculation gives -0.856 eV. Its spin multiplicity is 1. Its total charge is 0. The calculation puts the energy relative to the best compared isomer or geometry (same formula, charge and spin) at 4.4163 eV.

Here are the Mulliken charges for atoms 1 to 5, given in e: 0.97 -0.72 -1.40 -1.02 0.18

Entry 2:
Density functional theory data (ωB97M-V/def2-TZVPD) for 2 unconnected molecules or ions with the total composition C6H10O3 in a non-equilibrium geometry.

Structure (XYZ):
```
19
C6H10O3 (ωB97M-V/def2-TZVPD)
C -1.398 0.747 0.410
C -2.120 -0.416 -0.255
C -0.007 -1.240 0.203
C 1.522 -1.215 -0.186
C 1.591 0.309 0.307
C 0.060 0.308 -0.030
H -0.614 2.641 -0.866
H -1.585 0.679 1.455
H -2.416 -0.234 -1.334
H -2.769 -0.872 0.420
H -0.130 -1.446 1.192
H 2.121 -1.980 0.331
H 1.877 -1.288 -1.207
H 1.613 0.298 1.354
H 2.696 1.869 0.414
H 0.044 0.331 -1.098
O -1.863 1.891 -0.193
O -1.197 -1.504 -0.449
O 2.576 1.122 -0.467
```

For the HOMO energy, the calculation gives -9.194 eV. Its total energy is -460.049710 Ha. For the LUMO energy, the calculation gives -1.112 eV. Its spin multiplicity is 1. Its total charge is 0. The calculation puts the energy relative to the best compared isomer or geometry (same formula, charge and spin) at 8.1825 eV.

Here are the Mulliken charges for atoms 1 to 5, given in e: 0.70 -0.62 -0.07 -0.91 -0.29

Entry 3:
Density functional theory data (ωB97M-V/def2-TZVPD) for C6H10O3 in the gas phase in a non-equilibrium geometry.

Structure (XYZ):
```
19
C6H10O3 (ωB97M-V/def2-TZVPD)
C 3.980 0.007 0.049
C 2.505 -0.261 0.205
C 1.383 -0.457 -0.151
O 0.146 -0.717 -0.501
C -0.715 0.533 0.021
O -0.591 0.536 1.372
O -0.150 1.642 -0.395
C -2.124 0.259 -0.550
C -2.983 -0.922 -0.092
H 4.433 -0.104 1.087
H 4.481 -0.808 -0.525
H 3.999 1.062 -0.309
H -0.867 -0.327 1.584
H 0.738 1.836 -0.057
H -2.116 0.311 -1.550
H -2.802 1.223 -0.406
H -3.116 -0.981 1.008
H -2.337 -1.781 -0.211
H -3.864 -1.049 -0.580
```

For the HOMO energy, the calculation gives -8.812 eV. Its total energy is -460.218464 Ha. For the LUMO energy, the calculation gives 0.775 eV. Its spin multiplicity is 1. Its total charge is 0. The calculation puts the energy relative to the best compared isomer or geometry (same formula, charge and spin) at 3.5905 eV.

Here are the Mulliken charges for atoms 1 to 5, given in e: -0.88 0.25 0.11 -0.51 0.61

Entry 4:
Density functional theory data (ωB97M-V/def2-TZVPD) for C6H10O3 in the gas phase in a non-equilibrium geometry.

Structure (XYZ):
```
19
C6H10O3 (ωB97M-V/def2-TZVPD)
C 1.947 1.650 -0.122
C 1.150 0.605 -0.189
O -0.192 0.655 -1.051
C -1.413 1.322 -0.766
C 1.167 -0.797 0.211
O 1.958 -1.592 -0.642
C -0.436 -1.194 -0.038
C -1.248 -1.123 1.234
O -0.685 -2.029 -0.909
H 2.903 1.562 0.388
H 1.644 2.622 -0.494
H -1.497 1.620 0.285
H -2.227 0.641 -1.034
H -1.495 2.201 -1.408
H 1.415 -0.944 1.265
H 1.360 -1.880 -1.362
H -0.973 -0.245 1.821
H -2.309 -1.055 0.981
H -1.071 -2.020 1.829
```

For the HOMO energy, the calculation gives -9.472 eV. Its total energy is -460.231295 Ha. For the LUMO energy, the calculation gives 0.776 eV. Its spin multiplicity is 1. Its total charge is 0. The calculation puts the energy relative to the best compared isomer or geometry (same formula, charge and spin) at 3.2413 eV.

Here are the Mulliken charges for atoms 1 to 5, given in e: -0.88 0.55 -0.41 -0.68 -0.46